Molecular formula: C3H9N
Method: DFT, ωB97M-V with the def2-TZVPD basis set

```
! wB97M-V def2-TZVPD RIJCOSX def2/J DEFGRID3
* xyz 0 1
C 1.3139 -0.2056 0.0250
C -0.1221 -0.2211 -0.5105
C -0.6994 1.1020 -0.0156
N -0.9699 -1.1852 -0.0347
H 1.9254 -1.1641 -0.0268
H 1.4273 0.0128 1.0894
H 1.8479 0.6558 -0.3693
H -0.0785 -0.2479 -1.6028
H -1.6554 1.3380 -0.6459
H 0.0241 2.0023 -0.0590
H -0.9922 1.1090 1.1527
H -1.4941 -1.0131 0.9820
H -0.5271 -2.1830 0.0157
*
```

HOMO, eV: -8.97
LUMO level, eV: 1.18
E, Eh: -174.402989
SMILES: CC(C)N

=====

Molecular formula: C20H28FN3O4S
Method: DFT, ωB97M-V with the def2-TZVPD basis set

```
! wB97M-V def2-TZVPD RIJCOSX def2/J DEFGRID3
* xyz 0 1
C -1.6915 1.1101 -1.1970
C -1.1242 1.6701 0.1901
N -1.9868 1.8277 1.1730
C 0.4503 1.9707 0.3479
C 1.3332 0.6658 0.5408
C 2.7277 0.6516 0.2473
C 3.5542 1.8947 -0.2965
C 3.1664 2.3674 -1.7778
C 4.4461 3.1538 -2.3746
N 5.4448 3.7513 -1.4709
O 4.6244 3.3167 -3.6117
C 3.5621 -0.6986 0.5184
O 4.4800 -1.0932 -0.2247
C 3.1381 -1.4710 1.8651
N 4.1229 -2.1086 2.7631
C 4.1284 -3.3919 2.6134
S 3.9558 -5.0422 2.7339
C 1.7432 -1.4603 2.1562
C 1.1343 -2.1382 3.4853
C 1.0225 -0.9138 4.5552
C 2.3232 -0.7863 5.4827
F 2.1976 -1.6325 6.6424
C 0.7681 -0.7331 1.1017
O -0.3019 -1.2469 0.7398
H -0.8456 0.5908 -1.7716
H -2.4416 0.2920 -0.9223
H -2.1988 1.9065 -1.8303
H -1.4416 2.1931 1.9753
H 0.5423 2.5696 1.3288
H 0.7407 2.6137 -0.5426
H 4.6611 1.5826 -0.3382
H 3.5264 2.7512 0.4727
H 2.3203 3.1474 -1.8067
H 2.8888 1.4922 -2.4672
H 6.1335 4.2962 -2.0046
H 4.9471 4.3482 -0.7887
H 0.0624 -2.4975 3.3324
H 1.8271 -2.9565 3.8858
H 0.9567 0.0863 3.9857
H 0.0834 -0.9945 5.1893
H 3.3035 -0.9515 4.9128
H 2.3921 0.2883 5.8917
C -4.4977 -2.8300 -3.7154
C -4.0926 -1.5961 -2.9269
O -4.6931 -0.3989 -3.3984
C -6.1130 -0.3489 -3.3704
C -6.6974 -0.5125 -1.9775
H -4.2584 -2.7032 -4.7747
H -3.9723 -3.7110 -3.3399
H -5.5700 -3.0256 -3.6447
H -3.0121 -1.4585 -3.0191
H -4.2964 -1.7268 -1.8591
H -6.5307 -1.0884 -4.0613
H -6.3963 0.6319 -3.7590
H -6.4598 -1.4864 -1.5460
H -7.7862 -0.4186 -2.0094
H -6.3006 0.2515 -1.3038
*
```

HOMO, eV: -9.68
LUMO level, eV: -1.28
E, Eh: -1741.952318

=====

Molecular formula: C23H29N2O5S2
Method: DFT, ωB97M-V with the def2-TZVPD basis set

```
! wB97M-V def2-TZVPD RIJCOSX def2/J DEFGRID3
* xyz 1 1
C -4.9711 -2.8235 -0.7682
C -3.5677 -3.4020 -0.7055
O -2.7441 -2.6650 0.2212
C -2.1619 -1.5739 -0.2057
O -2.1903 -1.1181 -1.3205
C -1.3854 -0.8771 0.9261
C -2.3604 -0.2045 1.9052
C -3.3251 0.7913 1.2414
C -2.6101 1.9697 0.6329
C -2.0047 2.9207 1.4465
C -1.2804 3.9619 0.8927
C -1.1484 4.0654 -0.4823
C -1.7582 3.1334 -1.3041
C -2.4829 2.0877 -0.7515
N -0.4936 0.1288 0.3239
C 0.7866 -0.3013 -0.2765
C 0.7809 -0.2278 -1.7959
S 1.8147 -1.5544 -2.4925
C 3.3044 -1.4037 -1.4138
C 3.1933 -2.2252 -0.1716
C 2.5757 -3.4328 -0.0301
C 2.7173 -3.9767 1.2659
C 3.4464 -3.1837 2.0892
S 3.9768 -1.7496 1.3074
C 3.7009 0.0529 -1.1864
N 3.0646 0.7522 -0.0799
C 3.7722 1.9337 0.3789
C 3.1977 3.1465 -0.3558
O 2.2614 3.0659 -1.1047
O 3.8489 4.2534 -0.0637
C 1.8078 0.6804 0.3472
O 1.3774 1.3825 1.2632
H -4.9529 -1.8204 -1.1878
H -5.5874 -3.4514 -1.4037
H -5.4127 -2.7890 0.2246
H -3.5757 -4.4200 -0.3148
H -3.0940 -3.3787 -1.6909
H -0.7913 -1.6228 1.4633
H -2.9390 -0.9929 2.3884
H -1.7800 0.3059 2.6767
H -3.9151 0.2818 0.4782
H -4.0150 1.1453 2.0094
H -2.1140 2.8540 2.5188
H -0.8242 4.6967 1.5374
H -0.5856 4.8772 -0.9144
H -1.6771 3.2203 -2.3765
H -2.9792 1.3788 -1.4004
H -1.0669 0.6782 -0.3536
H -0.1296 0.8322 1.0601
H 1.0117 -1.3230 0.0521
H 1.1186 0.7460 -2.1529
H -0.2168 -0.4272 -2.1888
H 4.0782 -1.8428 -2.0553
H 2.0420 -3.9166 -0.8284
H 2.3004 -4.9212 1.5632
H 3.7154 -3.3478 3.1132
H 3.5483 0.6141 -2.1161
H 4.7719 0.0608 -0.9628
H 3.6038 2.0732 1.4502
H 4.8423 1.8533 0.1975
H 3.4811 5.0289 -0.5195
*
```

HOMO, eV: -11.50
LUMO level, eV: -1.91
E, Eh: -2175.766252
SMILES: CCOC(=O)[C@H](CCc1ccccc1)[NH2+][C@H]1CS[C@H](c2cccs2)CN(CC(=O)O)C1=O

=====

Molecular formula: C6H8N2O3
Method: DFT, ωB97M-V with the def2-TZVPD basis set

```
! wB97M-V def2-TZVPD RIJCOSX def2/J DEFGRID3
* xyz 0 1
C 1.6647 -0.9828 -0.3161
C -0.9513 0.5020 -1.5876
C 0.3327 0.6998 0.7919
C -0.1281 -1.5987 0.9900
C -0.8466 1.0631 -0.1032
C -1.7570 0.0310 -0.4423
N 0.6979 -0.6431 0.6236
N -2.7072 -0.7399 -0.0062
O 2.0017 -2.1124 -0.6255
O -3.3588 -1.4939 -0.7767
O -3.1185 -0.5477 1.1881
H 2.2333 -0.1495 -0.6695
H -1.6225 1.2549 -2.1388
H -0.2275 0.1223 -2.1662
H 1.1891 1.2784 0.4391
H -0.0116 0.8532 1.8292
H -0.9729 -1.4557 1.7335
H 0.0429 -2.6497 0.7253
H -1.1694 2.0224 0.0253
*
```

HOMO (spin up / spin down), eV: -7.94 / -8.69
LUMO level (spin up / spin down), eV: -2.09 / -1.29
E, Eh: -568.379282

=====

Molecular formula: C5H17N2O
Method: DFT, ωB97M-V with the def2-TZVPD basis set

```
! wB97M-V def2-TZVPD RIJCOSX def2/J DEFGRID3
* xyz 1 1
C 0.2308 -2.0144 1.9036
N -0.8811 -1.2501 1.5000
C -1.7077 1.4129 -2.5265
C -2.0648 1.8193 -1.0941
C 1.4071 -1.7965 0.9061
N 1.9289 -0.4762 0.8238
C 2.2083 -0.0434 -0.5217
H 0.0225 -3.0922 1.8626
H 0.5905 -1.8556 2.9338
H -1.7789 -1.5601 1.8308
H -1.0258 0.5637 -2.5251
H -2.5663 1.3087 -3.1825
H -1.1434 1.7702 -0.4864
H -2.2808 2.8873 -1.0627
H -2.8773 1.2829 -0.6232
H 2.2477 -2.4172 1.2589
H 1.0424 -2.0790 -0.0763
H 1.2361 0.2794 1.2472
H -0.8063 -0.2941 1.1550
H 2.9760 -0.6518 -1.0062
H 1.2854 -0.1956 -1.1106
H 2.4129 1.0206 -0.5019
H -1.1545 2.2534 -2.9218
H 0.4649 1.9914 1.3137
O 0.2335 1.1366 0.9036
*
```

HOMO, eV: -13.84
LUMO level, eV: -8.75
E, Eh: -384.978206

=====

Molecular formula: C20H40N4O8
Method: DFT, ωB97M-V with the def2-TZVPD basis set

```
! wB97M-V def2-TZVPD RIJCOSX def2/J DEFGRID3
* xyz 0 1
O 2.6804 -7.8791 -18.5906
C 3.3240 -7.2153 -19.3419
C 2.9640 -6.7426 -20.7365
C 4.3525 -6.6709 -21.3925
C 5.2376 -6.3022 -20.2009
O 4.5997 -6.8169 -19.0473
H 2.3240 -7.4894 -21.1903
H 2.4970 -5.7615 -20.6731
H 4.6116 -7.6323 -21.8317
H 4.4107 -5.9132 -22.1737
H 6.2358 -6.7310 -20.3005
H 5.3940 -5.2220 -20.1358
O -0.7824 -6.9856 -19.5117
C -0.4392 -6.0265 -18.9122
C -0.2146 -4.6248 -19.4420
C 0.6392 -4.0027 -18.3404
C 0.1837 -4.7440 -17.0969
O -0.2106 -6.0462 -17.5802
H 0.2826 -4.6134 -20.4070
H -1.1855 -4.1365 -19.5325
H 1.7012 -4.1756 -18.5050
H 0.4427 -2.9364 -18.2491
H 1.0339 -4.8787 -16.4453
H -0.6547 -4.2676 -16.5993
C 1.3107 -0.6950 -20.7095
N 0.5401 0.1252 -21.6227
C -0.4199 -0.4449 -22.4404
C -0.9237 0.4283 -23.5677
O -0.7528 -1.6030 -22.3232
H 0.9155 -1.7034 -20.7573
H 1.1368 -0.4104 -19.6613
H 2.3753 -0.5602 -20.8824
H 0.5303 1.1159 -21.4611
H -1.2523 -0.2047 -24.3883
H -0.1967 1.1722 -23.8699
H -1.8468 0.9328 -23.2524
C -0.1060 -2.5820 -13.6539
N 0.4563 -1.2929 -14.0174
C 1.1217 -1.0337 -15.1723
C 1.3681 0.4374 -15.4384
O 1.4671 -1.8596 -15.9939
H -0.0841 -2.7433 -12.5745
H 0.3720 -3.4342 -14.1115
H -1.1730 -2.6519 -13.9212
H 0.0957 -0.4899 -13.5365
H 0.5246 1.0624 -15.1487
H 1.5603 0.5394 -16.5020
H 2.2705 0.7737 -14.9237
C -1.7731 -6.6524 -26.7914
N -1.6776 -5.9063 -25.5584
C -0.6457 -5.0794 -25.2880
C -0.7489 -4.2515 -24.0255
O 0.2898 -4.9589 -26.0508
H -0.7799 -6.9869 -27.0859
H -2.1785 -6.0421 -27.6019
H -2.4262 -7.5086 -26.6462
H -2.3762 -6.0522 -24.8544
H -0.8809 -3.2121 -24.3190
H 0.1886 -4.3098 -23.4797
H -1.5808 -4.5112 -23.3708
C 2.8188 -5.3677 -11.5008
N 2.5659 -6.5605 -12.2868
C 1.5949 -6.5513 -13.2337
C 1.4350 -7.8162 -14.0459
O 0.8162 -5.6155 -13.3221
H 1.9384 -5.1291 -10.9139
H 3.0320 -4.5106 -12.1547
H 3.7129 -5.5051 -10.9017
H 3.3274 -7.1941 -12.4645
H 2.0954 -8.6105 -13.7009
H 1.7149 -7.6272 -15.0837
H 0.3888 -8.0977 -14.0549
*
```

HOMO, eV: -9.28
LUMO level, eV: 0.52
E, Eh: -1607.089365
SMILES: O=C1CCCO1.O=C1CCCO1.CNC(C)=O.CNC(C)=O.CNC(C)=O.CNC(C)=O

=====

Molecular formula: C12H26NO9Sr
Method: DFT, ωB97M-V with the def2-TZVPD basis set

```
! wB97M-V def2-TZVPD RIJCOSX def2/J DEFGRID3
* xyz -1 1
Sr -0.5293 0.1013 -0.3657
C 2.9379 0.8835 -3.0552
C 1.4867 0.6833 -2.5791
O 0.9976 -0.4554 -2.6671
O 0.8047 1.5035 -1.9777
H 2.9044 1.3135 -4.0563
H 3.5725 -0.0005 -3.1181
H 3.4612 1.5940 -2.4153
C -1.7368 -4.4374 -2.0341
C -2.0720 -2.9674 -1.6772
O -1.4019 -2.2837 -0.8658
O -3.0358 -2.4367 -2.2974
H -2.5939 -5.0568 -1.7703
H -0.8651 -4.7617 -1.4656
H -1.6756 -4.4942 -3.1209
C -3.6516 -0.1842 3.1123
C -2.7223 -0.1400 1.9473
O -3.0925 0.1870 0.7338
O -1.5255 -0.4518 2.0989
H -3.0510 -0.0416 4.0107
H -4.2493 -1.0937 3.1725
H -4.3249 0.6728 3.0926
C -1.1252 3.7508 -0.0728
O -0.4851 2.6117 0.4827
C 0.4701 2.9703 1.4395
C 1.0703 1.8050 2.2322
N 1.5631 0.7329 1.3744
C 1.8277 -0.4182 2.2410
C 2.4442 -1.4352 1.2070
O 1.4936 -1.8100 0.2209
C 1.9488 -2.6647 -0.7597
H -0.3902 4.2151 -0.7304
H -1.4148 4.4674 0.6957
H -1.9854 3.6236 -0.7300
H 0.0422 3.6044 2.2160
H 1.2545 3.5490 0.9518
H 0.3626 1.3931 2.9517
H 1.9023 2.1460 2.8484
H 2.4132 1.0951 0.9665
H 0.9022 -0.8544 2.6169
H 2.4439 -0.2408 3.1224
H 2.7076 -2.3081 1.8044
H 3.3530 -1.0904 0.7137
H 1.1435 -3.0242 -1.4003
H 2.5090 -3.5215 -0.3855
H 2.6759 -2.1444 -1.3832
O -2.2121 1.4746 -2.2370
H -3.0056 1.9991 -2.3443
H -1.5466 1.9399 -2.7438
*
```

HOMO, eV: -3.97
LUMO level, eV: 2.34
E, Eh: -1235.663692

=====

Molecular formula: C4H7NO
Method: DFT, ωB97M-V with the def2-TZVPD basis set

```
! wB97M-V def2-TZVPD RIJCOSX def2/J DEFGRID3
* xyz 0 1
C -1.7513 -0.5010 0.3611
C -0.3182 -0.4745 -0.0835
C 0.1869 0.4491 -1.1234
N 0.5109 0.6107 0.3534
C 1.8639 0.4698 0.6034
O 2.4205 -0.5542 0.9083
H -1.7921 -0.7215 1.4297
H -2.3043 -1.2747 -0.1820
H -2.2329 0.4629 0.1747
H 0.2207 -1.4195 -0.0366
H 0.9473 0.0365 -1.7967
H -0.1327 1.4696 -1.0946
H 2.3812 1.4470 0.4862
*
```

HOMO, eV: -9.90
LUMO level, eV: 1.01
E, Eh: -286.534867
SMILES: C[C@H]1CN1C=O

=====

Molecular formula: C25H33DyN2
Method: DFT, ωB97M-V with the def2-TZVPD basis set

```
! wB97M-V def2-TZVPD RIJCOSX def2/J DEFGRID3
* xyz 2 6
C -2.7925 -0.6775 -1.7960
C -2.7925 0.6490 -1.6898
H -3.2800 -1.3103 -1.0587
H -2.3050 -1.1850 -2.6244
H -2.3050 1.2819 -2.4269
H -3.2800 1.1566 -0.8613
Dy 0.0000 0.0000 0.0000
C 1.6680 -1.2305 -0.8080
C 1.2666 -0.3953 -1.8610
C 1.9646 1.0278 -0.1566
C 2.0053 -0.3552 0.3102
H 0.8803 -0.7192 -2.8186
H 1.2215 1.8533 -2.0778
H 2.2348 1.9033 0.4162
C 1.4506 0.9941 -1.4610
H 2.3826 -0.6820 1.2716
H 1.6807 -2.3109 -0.8002
C -2.4219 4.7113 4.3829
C -2.5085 3.1893 4.6646
C -1.2106 2.8321 5.4504
C -3.7282 2.9133 5.5498
C -2.5238 2.3339 3.3709
C -2.4405 2.9250 2.0891
C -2.0285 2.1562 1.0063
N -1.6939 0.8639 1.2231
C -1.9539 0.1804 2.3665
C -2.4057 0.9254 3.4755
C -1.3848 -1.2027 2.5367
C -1.6298 -1.9755 3.6904
C -0.8306 -3.1082 3.9806
C 0.2179 -3.4013 3.0918
C 0.4678 -2.5803 2.0029
N -0.3509 -1.5293 1.7170
C -1.0189 -3.9707 5.2523
C -1.6012 -5.3363 4.8491
C 0.3372 -4.1868 5.9757
C -1.9685 -3.3148 6.2845
H -2.3404 5.2851 5.3324
H -3.3160 5.0735 3.8371
H -1.5092 4.9504 3.7893
H -1.1084 3.4457 6.3714
H -1.1826 1.7694 5.7683
H -0.3089 3.0149 4.8217
H -4.6586 3.1959 5.0176
H -3.7790 1.8429 5.8360
H -3.6573 3.5104 6.4867
H -2.5198 3.9899 1.9306
H -1.7492 2.6570 0.0886
H -2.4489 0.4707 4.4511
H -2.4071 -1.6735 4.3699
H 0.8819 -4.2408 3.2521
H 1.3057 -2.8152 1.3662
H -0.9314 -5.8628 4.1371
H -1.7416 -5.9841 5.7419
H -2.5913 -5.1973 4.3626
H 0.7983 -3.2145 6.2513
H 0.1988 -4.7852 6.9028
H 1.0605 -4.7530 5.3542
H -1.5687 -2.3239 6.5975
H -2.9927 -3.1856 5.8793
H -2.0540 -3.9446 7.1969
*
```

HOMO (spin up / spin down), eV: -15.60 / -15.60
⟨S²⟩: 9.346
LUMO level (spin up / spin down), eV: -6.95 / -6.84
E, Eh: -1966.367502

=====

Molecular formula: C29H33FeN4O3PS5
Method: DFT, ωB97M-V with the def2-TZVPD basis set

```
! wB97M-V def2-TZVPD RIJCOSX def2/J DEFGRID3
* xyz 0 5
Fe 0.1567 0.9372 -0.5246
C -0.3319 4.1869 -0.5142
C -0.2116 3.9864 1.0004
N -0.3028 2.5791 1.3955
C 0.5426 2.2593 2.5501
C 2.0403 2.3619 2.2577
S 2.5968 1.8177 0.6160
C 2.7493 3.4044 -0.2599
C 1.8628 3.5201 -1.4911
N 0.4555 3.2026 -1.2556
H -0.0347 5.2121 -0.7721
H -1.3780 4.0780 -0.7983
H -0.9749 4.5854 1.5110
H 0.7504 4.3685 1.3347
H -1.2585 2.3372 1.6373
H 0.3155 1.2439 2.8419
H 0.3252 2.9091 3.4104
H 2.5531 1.7308 2.9838
H 2.4174 3.3767 2.3885
H 3.7832 3.4899 -0.5959
H 2.5804 4.2043 0.4594
H 2.2177 2.7987 -2.2223
H 1.9774 4.5321 -1.9075
H 0.0360 3.0459 -2.1670
O 3.8609 1.3899 -2.7517
C 3.5854 0.7953 -3.9496
C 4.5417 0.8390 -4.9618
C 4.3090 0.2402 -6.1844
C 3.1070 -0.4161 -6.4103
C 2.1632 -0.4594 -5.4029
C 2.3696 0.1421 -4.1590
C 1.2961 0.0305 -3.1251
O 1.4295 0.7320 -2.0448
N 0.3374 -0.8041 -3.4265
N -0.6442 -0.8054 -2.4502
C -1.5152 -1.7011 -2.7107
S -1.3860 -2.7183 -4.1395
C -2.8769 -3.6783 -3.7607
C -3.8396 -2.7612 -3.0344
S -2.9097 -2.0006 -1.6788
H 4.7904 1.6525 -2.7633
H 5.4794 1.3510 -4.7752
H 5.0642 0.2885 -6.9563
H 2.9101 -0.8921 -7.3607
H 1.2241 -0.9723 -5.5506
H -2.6056 -4.5237 -3.1271
H -3.2862 -4.0471 -4.7003
H -4.6844 -3.3001 -2.6084
H -4.2050 -1.9795 -3.6998
S 1.4465 -0.6492 4.2732
P -0.0156 -1.2613 3.1211
S 0.0817 -0.7181 1.1734
C -0.2029 -3.0720 3.1275
C -0.2377 -3.7002 4.3720
C -0.4144 -5.0698 4.4546
C -0.5521 -5.8235 3.2961
C -0.5121 -5.2032 2.0585
C -0.3384 -3.8277 1.9715
C -1.6329 -0.6860 3.7527
C -1.7045 0.1946 4.8227
C -2.9404 0.6385 5.2791
C -4.1048 0.1982 4.6737
C -4.0370 -0.6979 3.6124
C -2.8074 -1.1377 3.1570
H -0.1137 -3.1095 5.2711
H -0.4384 -5.5525 5.4222
H -0.6816 -6.8956 3.3613
H -0.6121 -5.7887 1.1543
H -0.3004 -3.3388 1.0088
H -0.7845 0.5218 5.2908
H -2.9905 1.3243 6.1146
H -5.0662 0.5437 5.0298
H -4.9458 -1.0545 3.1461
H -2.7504 -1.8419 2.3421
O -2.8780 1.9827 -0.6563
C -1.8496 1.4547 -0.7765
*
```

HOMO (spin up / spin down), eV: -7.56 / -7.44
⟨S²⟩: 6.028
LUMO level (spin up / spin down), eV: 0.21 / -0.35
E, Eh: -5165.693180

=====

Molecular formula: C2H2N4O
Method: DFT, ωB97M-V with the def2-TZVPD basis set

```
! wB97M-V def2-TZVPD RIJCOSX def2/J DEFGRID3
* xyz 0 1
N 0.1887 -2.3033 -1.8090
C 0.1954 -1.2142 -1.4762
N 0.4965 -0.0697 -0.9324
O -0.0088 1.1764 -1.5163
N -0.3993 1.7093 -0.2826
C -0.1424 0.6672 0.4509
N -0.2788 0.0845 1.6534
H -0.2187 0.7490 2.3858
H 0.1674 -0.7992 1.5263
*
```

HOMO, eV: -9.85
LUMO level, eV: 0.07
E, Eh: -371.470192
SMILES: N#Cn1onc1N